Computed, not measured: a molecular structure, C4H8N2O3 in a non-equilibrium geometry, with ωB97M-V with the def2-TZVPD basis set.

Computed properties:
Highest occupied orbital energy = -9.825 eV
E_tot = -492.363284 hartree
Relative energy (zero: lowest compared OMol25 entry of this formula, charge and spin) = 3.801 eV

Structure (ORCA input):
```
! RIJCOSX wB97M-V def2-TZVPD def2/J DEFGRID3
* xyz 0 1
H 0.56 0.03 -1.29
H -2.53 -0.29 -0.42
O -2.58 0.62 -1.22
H 3.56 0.82 0.62
C -0.39 -1.30 0.21
H -1.96 -0.74 1.64
H -2.17 0.30 -2.03
O 2.76 1.16 -1.22
C 0.40 -0.03 -0.21
C -0.77 0.88 0.21
H -0.72 -1.91 -0.64
H 1.64 -0.01 1.48
N -1.47 -0.49 0.79
H 0.13 -1.90 0.96
N 1.63 0.17 0.49
O -0.78 1.98 0.72
C 2.72 0.72 -0.08
*
```

Computed, not measured: 5 unconnected molecules or ions with the total composition C21H54N4O8, with ωB97M-V with the def2-TZVPD basis set.

Computed properties:
Highest occupied orbital energy = -9.006 eV
SMILES string = COC[C@@H](C)N.COC[C@@H](C)N.COC[C@@H](C)N.COC[C@@H](C)N.CCOCCOC(=O)O
E_tot = -1653.358619 hartree

Structure (ORCA input):
```
! RIJCOSX wB97M-V def2-TZVPD def2/J DEFGRID3
* xyz 0 1
H 1.05 3.57 2.04
H 0.41 -1.57 -5.94
H 2.93 -0.15 -5.04
H -0.30 0.46 -7.26
H -3.87 -1.15 -1.56
H 0.73 4.01 5.93
H -0.82 0.78 -0.07
H -0.92 1.41 -5.92
H 2.50 2.55 4.16
H -1.05 1.99 -1.30
H -0.12 3.74 0.00
O 3.14 1.96 6.02
C 2.29 -0.28 -8.23
C 2.35 0.21 -5.89
H -0.77 4.42 8.40
C 2.43 2.90 5.19
C 1.02 0.30 2.03
H -0.74 1.57 7.98
N -0.88 -3.58 -2.87
C 4.48 1.99 5.82
C -0.43 2.47 7.46
N 0.28 -0.96 -5.14
C -3.80 -1.22 -0.47
H 3.37 -3.41 -2.24
C -0.27 2.80 0.54
O 1.93 -3.39 -3.74
H -5.47 -2.63 3.12
C 1.38 -4.60 -3.27
H 1.85 2.48 0.91
N -2.41 -1.55 -0.14
H 2.91 -0.87 -8.92
C -4.14 0.15 0.11
H 1.32 -0.27 2.90
H 4.57 3.48 7.01
N -1.54 2.91 1.26
O -4.64 -2.79 1.28
C -0.07 3.59 8.45
C -5.26 -1.98 2.26
H -0.49 -2.68 -3.12
O 2.58 -0.73 -6.92
H 1.05 -5.13 -4.16
H 3.47 -2.10 -3.44
O 5.13 2.75 6.73
C 0.95 2.98 5.62
C -0.01 1.09 -6.42
H -2.38 -1.79 0.85
H -3.61 0.93 -0.44
H 0.68 -2.89 -0.92
H -4.60 -1.17 2.60
H 0.91 0.91 -4.51
H 0.49 1.98 -6.81
H -2.14 -2.39 -0.63
H -0.03 3.20 9.46
H -0.33 -4.17 -0.27
H 0.12 -0.16 1.61
C 0.93 2.64 1.48
H 2.16 -5.20 -2.79
H 2.23 -2.04 -2.17
H -6.19 -1.55 1.90
H 0.93 3.95 8.22
H -5.21 0.36 0.05
H 0.80 -1.42 -4.40
O 0.78 1.63 2.46
H 0.58 1.43 -0.93
H 1.40 -4.46 -0.52
H -5.81 -2.03 -0.24
C 0.89 0.34 -5.44
O 5.05 1.37 4.99
H -4.57 -3.21 -0.68
C 0.51 -3.96 -0.94
H 2.54 0.78 -8.36
H -1.26 2.78 6.81
C -4.78 -2.33 -0.06
H -1.62 2.12 1.89
H 1.82 0.27 1.29
H 1.24 -0.43 -8.50
C 0.17 -4.45 -2.34
H 0.33 2.77 4.74
H -3.83 0.24 1.15
C 2.78 -2.71 -2.84
H 2.75 1.19 -6.18
H -0.26 -5.45 -2.25
H 2.89 3.89 5.29
H -1.53 3.73 1.86
O 0.67 2.07 6.65
H -1.24 -3.96 -3.74
C -0.39 1.68 -0.49
*
```

Computed, not measured: 9 unconnected molecules or ions with the total composition C37H71NO19P in a non-equilibrium geometry, with ωB97M-V with the def2-TZVPD basis set.

Computed properties:
Highest occupied orbital energy = -11.039 eV
E_tot = -3278.018704 hartree

Structure (ORCA input):
```
! RIJCOSX wB97M-V def2-TZVPD def2/J DEFGRID3
* xyz 1 1
H 8.13 0.56 -0.85
C 4.69 4.38 8.87
C -2.88 -0.10 -5.41
H 2.99 -5.04 -0.88
H 8.10 0.90 -2.58
C -5.18 -6.31 -2.18
C -0.78 -4.30 6.47
C -1.45 -1.38 -1.89
H -0.32 -3.52 5.86
C -2.08 -5.01 4.52
C -0.61 6.31 1.46
H 4.22 3.71 9.58
C -4.99 -3.09 -2.48
H 0.09 4.49 0.57
C 6.14 0.72 -1.67
H -2.59 -3.22 7.00
H -5.21 -7.18 -1.53
H -1.60 4.45 1.04
H 6.17 2.97 8.25
C 5.40 3.59 7.80
C -1.76 -3.73 7.48
O 4.53 2.67 7.13
H 0.03 -4.81 6.98
H -5.26 1.94 -0.59
O -2.48 3.33 -1.23
C -0.07 0.01 -0.52
H -4.58 -4.93 -0.60
O 0.23 3.85 -1.86
C 6.25 0.09 -4.49
O -4.14 -4.11 -2.48
C -4.27 -5.25 -1.60
H -4.69 2.06 -7.01
H 2.17 3.31 -3.64
H 2.63 -4.00 2.79
H -4.82 -6.62 -3.16
C -1.02 1.01 -0.59
H 1.75 5.55 1.17
H -1.60 2.15 -2.72
C -3.09 -1.41 -6.14
C -0.89 2.46 -3.49
H -1.26 -3.03 8.14
H -3.31 1.90 -3.44
H 1.86 4.08 2.15
C 3.59 4.48 5.74
H -0.10 1.71 -3.52
C -6.31 -3.20 -1.76
O -2.40 -5.90 3.79
H -1.68 -2.28 -2.43
H 2.35 1.89 -2.60
H -1.18 4.55 -3.12
O -2.06 0.01 -4.54
H -3.49 -1.29 -7.14
H 2.70 4.86 6.24
H 3.42 3.28 -2.43
O 5.42 1.49 -2.64
H -1.40 2.46 -4.45
H 3.90 5.01 8.44
H 0.44 -1.98 -1.12
H -1.10 5.35 -0.40
H 6.00 -0.35 -1.84
H 5.68 0.95 -0.72
O 0.75 -4.76 1.05
O -0.29 6.02 2.83
C 1.93 5.17 2.16
C 1.39 -5.58 2.04
O -4.71 -2.11 -3.13
C -4.56 1.00 -6.81
O 0.24 -4.27 -1.02
H 3.43 -5.01 1.60
H -2.18 -4.54 8.09
H 5.73 -0.41 -5.31
H -7.06 -3.57 -2.45
C 2.74 -5.02 2.44
C -0.35 3.84 -3.17
H 7.71 2.17 -1.44
O -3.68 0.95 -5.67
C 7.61 1.11 -1.63
O -1.39 -5.29 5.64
H 2.39 -6.53 -0.11
H -2.14 -1.91 -6.21
H 3.43 4.56 4.67
H 0.72 -5.57 2.89
H -5.79 -0.71 -6.29
H -1.52 6.91 1.51
H -6.35 0.82 -5.64
H -2.52 -3.44 3.17
C 0.96 -4.88 -0.26
C -0.82 5.08 0.61
N -2.15 0.80 -1.30
H 4.45 5.10 5.99
H -3.48 -3.41 4.66
H 1.86 -6.11 -1.73
C 5.33 1.15 -3.94
C 3.76 3.02 6.08
O 3.19 2.15 5.48
C 2.13 -5.70 -0.76
C -5.89 0.35 -6.51
P -3.29 2.15 -1.37
C -2.48 -3.58 4.25
H -4.07 0.58 -7.69
H 1.45 -6.61 1.70
H -6.20 -5.94 -2.30
O 4.57 1.76 -4.64
C -2.37 -0.36 -1.93
O 1.25 5.75 4.37
O -4.35 1.91 -0.26
C 1.50 3.56 -1.57
H 2.94 5.46 2.44
O -4.01 1.98 -2.77
H -6.56 0.46 -7.36
H 6.53 -0.68 -3.77
H 5.39 5.02 9.40
H 0.35 4.21 -3.91
H 0.16 6.95 1.03
H 7.14 0.57 -4.88
C 0.97 5.70 3.21
C 2.40 2.98 -2.64
H -3.26 -5.64 -1.50
H -1.80 -2.84 4.65
H -3.28 -0.50 -2.49
H -3.77 -2.03 -5.55
H 3.17 -5.63 3.23
H -6.28 -3.84 -0.88
H -0.86 1.96 -0.12
H 0.82 0.21 0.05
H 5.91 4.23 7.08
H -6.60 -2.21 -1.42
O 1.85 3.69 -0.43
C -0.29 -1.19 -1.17
*
```

Computed, not measured: a molecular structure, C17H23BrN3OPtSTe, with ωB97M-V with the def2-TZVPD basis set.

Computed properties:
Highest occupied orbital energy = -11.044 eV
E_tot = -4260.464265 hartree
Relative energy (zero: lowest compared OMol25 entry of this formula, charge and spin) = 0.000 eV

Structure (ORCA input):
```
! RIJCOSX wB97M-V def2-TZVPD def2/J DEFGRID3
* xyz 1 1
H 0.48 1.89 2.35
H 3.15 -1.93 -0.22
H -0.22 -0.64 4.40
O -0.86 3.94 -4.79
C -0.10 -3.34 4.29
H -0.07 -1.55 0.37
H 3.31 -3.42 0.69
C 2.17 -0.48 2.03
C 0.12 2.64 -3.10
H 1.76 -3.82 2.35
C 1.61 -2.76 2.53
H 1.86 1.99 3.44
H 0.28 1.54 4.06
H -2.43 -0.62 -1.11
H -3.03 -0.55 -4.53
H -0.76 -0.56 -4.11
C 0.51 -0.98 3.67
H -0.59 0.14 0.63
H 4.38 -2.09 1.05
N -0.99 2.27 -1.02
C -0.91 -0.86 0.32
C -0.94 3.41 -3.55
Br 2.45 2.94 0.46
C 2.36 -1.84 1.80
C -2.03 3.61 -2.71
C 0.68 -2.35 3.48
H -2.83 3.16 -0.77
H 0.03 -4.35 3.91
H -1.17 -3.10 4.28
S 1.01 -0.83 -2.16
C 0.95 1.43 3.21
Pt 1.58 1.07 -1.03
C 3.35 -2.34 0.78
C 0.05 2.09 -1.83
H 0.23 -3.33 5.33
H -2.88 4.21 -3.01
H -3.27 -1.49 -3.06
C -2.00 3.02 -1.46
H -1.63 4.49 -4.98
C -0.73 -0.74 -2.14
H 0.98 2.47 -3.74
Te 3.47 0.64 0.78
C -2.80 -0.60 -3.47
N -1.45 -0.81 -1.03
H -3.21 0.29 -2.99
C 1.23 -0.02 2.96
H -1.71 -1.21 0.98
N -1.36 -0.65 -3.31
*
```

Computed, not measured: a gas-phase ion, C4H5Cl2N2 (charge +1) in a non-equilibrium geometry, with ωB97M-V with the def2-TZVPD basis set.

Computed properties:
Highest occupied orbital energy = -13.448 eV
SMILES string = Cn1c(Cl)c[nH+]c1Cl
E_tot = -1184.985849 hartree
Relative energy (zero: lowest compared OMol25 entry of this formula, charge and spin) = 1.608 eV

Structure (ORCA input):
```
! RIJCOSX wB97M-V def2-TZVPD def2/J DEFGRID3
* xyz 1 1
Cl 1.86 1.28 -1.47
Cl -1.98 -1.46 1.47
H 2.45 -1.30 -0.23
C -0.53 -0.93 0.86
C -1.17 1.48 -0.41
N -0.25 0.43 -0.10
N 0.58 -1.55 0.69
H -1.67 1.75 0.57
H -0.67 2.15 -0.94
H 0.85 -2.32 1.19
C 1.54 -0.89 -0.01
H -1.94 1.15 -1.00
C 0.94 0.19 -0.61
*
```